Below is C25H42BrNOP2Pb as an isolated structure at a distorted geometry, with properties calculated with ωB97M-V/def2-TZVPD.

Element x y z (Å)
N (-4.52012, -1.36624, 3.60911)
C (-4.37147, -0.38984, 4.52283)
C (-4.95499, 0.88085, 4.31727)
C (-5.56431, 1.12125, 3.06366)
C (-6.05439, -0.01736, 2.39258)
C (-5.39979, -1.22276, 2.60823)
C (-5.46464, 2.37927, 2.35345)
Pb (-0.47241, 1.81277, -1.28376)
P (4.04218, -0.25986, -0.90341)
C (-5.44711, 2.36625, 0.97214)
C (-4.46818, 3.03053, 0.14510)
C (-4.25884, 2.54652, -1.17340)
C (-3.05618, 2.79536, -1.84303)
C (-2.05651, 3.40904, -1.08055)
C (-2.34560, 4.21041, 0.00175)
C (-3.59078, 4.03255, 0.62182)
Br (1.76787, 2.91895, -2.34015)
H (-5.11502, 3.24268, 2.92262)
H (-6.09751, 1.65645, 0.43585)
H (-4.80293, 1.68849, 5.05716)
H (-6.77622, 0.08159, 1.59330)
H (-3.79263, -0.61770, 5.43970)
H (-5.57525, -2.08810, 1.96438)
H (-5.05805, 1.95949, -1.61637)
H (-3.90402, 4.65022, 1.46121)
H (-2.92041, 2.57345, -2.89931)
H (-1.63624, 4.96809, 0.32078)
P (-0.35771, -1.91691, 0.22377)
C (4.40540, 1.47742, -0.49806)
C (5.38039, 2.34278, -1.32542)
H (4.77986, 1.45533, 0.53581)
H (3.43717, 2.02242, -0.50476)
H (5.67583, 3.24158, -0.75628)
H (6.31341, 1.82327, -1.58403)
H (4.92399, 2.75444, -2.24199)
C (3.84204, -0.32009, -2.76526)
C (4.87981, 0.34157, -3.65550)
H (2.82410, 0.05319, -3.02825)
H (3.85521, -1.41700, -2.95375)
H (4.51831, 0.28459, -4.68933)
H (5.02347, 1.39578, -3.42946)
H (5.86250, -0.15151, -3.62842)
C (5.56689, -1.25528, -0.66466)
C (6.86475, -0.49060, -0.83786)
H (5.48946, -2.10523, -1.36306)
H (5.45927, -1.64524, 0.36290)
H (7.71358, -1.17370, -0.76117)
H (6.94734, -0.03574, -1.83071)
H (7.00965, 0.26280, -0.05601)
C (0.67124, -3.28900, 0.87629)
C (2.16058, -3.21776, 0.50874)
H (0.23800, -4.23480, 0.52549)
H (0.55692, -3.27692, 1.97062)
H (2.71014, -4.03599, 0.99730)
H (2.32505, -3.33023, -0.57331)
H (2.60882, -2.26569, 0.83935)
C (-0.27732, -2.33877, -1.57798)
C (-1.32070, -1.70447, -2.49526)
H (-0.31849, -3.43877, -1.63154)
H (0.73957, -2.05143, -1.89539)
H (-1.26248, -2.17157, -3.48371)
H (-2.34194, -1.84516, -2.13313)
H (-1.15526, -0.63194, -2.65671)
C (-2.02596, -2.58767, 0.68025)
C (-2.18125, -2.85361, 2.18257)
H (-2.20238, -3.51038, 0.10657)
H (-2.76194, -1.83900, 0.34160)
H (-3.22994, -2.75258, 2.50122)
H (-1.85102, -3.86876, 2.46091)
H (-1.62055, -2.11031, 2.77617)
O (0.36777, 1.39418, 1.23554)
H (0.97409, 0.62939, 1.32702)
H (0.67589, 2.02502, 1.90597)

Forces on atoms 1 to 6 (eV/Å):
0.01 0.07 0.74
-1.00 0.24 -0.42
1.09 0.24 0.21
-1.10 -0.19 0.25
0.89 -0.45 -0.70
-0.37 0.48 0.70

Values from the calculation:
* net charge: +2
* ΔE to the lowest compared entry with this formula, charge and spin: 0.000 eV
* orbital gap (spin up / spin down): 4.48 / 4.79 eV
* total energy: -123992.5963 eV



Below is C25H42CeClN7O4S2 as an isolated structure at a distorted geometry, with properties calculated with ωB97M-V/def2-TZVPD.

Element x y z (Å)
Ce (-1.62757, -0.41499, -2.11087)
N (0.13424, -1.59266, -3.69555)
C (-0.76064, -1.52076, -4.88329)
C (-2.15386, -1.46803, -4.28699)
O (-2.28406, -2.20435, -3.20061)
N (-2.99357, -0.56786, -4.67213)
C (-4.30910, -0.48796, -3.96958)
C (-3.92823, 0.06775, -2.61326)
O (-3.31651, 1.17407, -2.57475)
O (-3.81003, -0.69704, -1.60494)
H (0.15304, -2.56091, -3.38189)
H (1.08915, -1.34571, -3.94516)
H (-0.55211, -0.61106, -5.43946)
H (-0.67061, -2.38087, -5.55044)
H (-4.94889, 0.19917, -4.51564)
H (-4.78086, -1.46364, -3.86649)
C (1.11620, -1.43965, 6.08615)
C (2.05533, -2.05639, 5.04258)
C (1.96085, -3.58588, 5.15707)
C (3.49108, -1.63472, 5.38100)
C (1.69114, -1.58900, 3.59134)
O (2.39716, -2.34505, 2.62121)
C (1.90652, -0.06588, 3.37776)
C (3.21970, 0.38629, 2.72175)
C (3.36474, 0.14195, 1.23969)
C (4.42844, -0.59975, 0.73699)
C (4.62540, -0.76019, -0.62370)
C (3.74594, -0.15700, -1.50605)
Cl (4.03371, -0.29088, -3.21523)
C (2.67646, 0.59021, -1.04095)
C (2.49494, 0.73071, 0.32846)
C (0.21605, -1.94675, 3.33575)
N (-0.13119, -1.97849, 1.91350)
C (-0.56686, -1.00754, 1.13492)
N (-0.75605, -1.47750, -0.10427)
C (-0.39826, -2.80136, 0.01302)
N (-0.01839, -3.12817, 1.21098)
H (1.43203, -1.76086, 7.07880)
H (0.08470, -1.77321, 5.96356)
H (1.13017, -0.34883, 6.08568)
H (2.47306, -3.91045, 6.06229)
H (2.41986, -4.09600, 4.31120)
H (0.93002, -3.93223, 5.24266)
H (3.74913, -2.00767, 6.37181)
H (3.61402, -0.55200, 5.40243)
H (4.23134, -2.05367, 4.69332)
H (3.31672, -2.43578, 2.89216)
H (1.83577, 0.43328, 4.34509)
H (1.08294, 0.34537, 2.78438)
H (4.07477, -0.04243, 3.24340)
H (3.29021, 1.46609, 2.88326)
H (5.14184, -1.04322, 1.42219)
H (5.46618, -1.32579, -0.99958)
H (2.03574, 1.11193, -1.74321)
H (1.68520, 1.35618, 0.69063)
H (-0.44992, -1.23236, 3.81673)
H (-0.00340, -2.94569, 3.70171)
H (-0.77134, -0.00597, 1.46275)
H (-0.44618, -3.51463, -0.79408)
C (-2.97443, 4.57933, -3.18486)
N (-1.74025, 3.79451, -3.29445)
C (-1.54008, 2.69402, -4.00357)
S (-0.26114, 1.59832, -3.47095)
N (-2.15773, 2.42264, -5.13696)
C (-3.04602, 3.28297, -5.91612)
H (-3.04775, 4.91451, -2.15347)
H (-3.83735, 3.95691, -3.40317)
H (-2.96468, 5.45207, -3.83319)
H (-1.10474, 3.88535, -2.51652)
H (-2.11232, 1.45053, -5.42189)
H (-2.72686, 4.31712, -5.83568)
H (-4.08632, 3.18852, -5.60916)
H (-2.95662, 2.98396, -6.95732)
C (-0.75780, 2.67353, 1.19589)
S (-1.78573, 2.10133, -0.17258)
C (-3.35390, 1.89141, 0.70250)
H (-1.15210, 3.62768, 1.53899)
H (0.25511, 2.82065, 0.82821)
H (-0.75256, 1.97117, 2.02838)
H (-3.23868, 1.19803, 1.53414)
H (-4.08301, 1.49600, 0.00107)
H (-3.69119, 2.85725, 1.07264)

Forces on atoms 1 to 6 (eV/Å):
2.32 0.30 1.53
-0.21 -0.13 -0.08
0.03 -0.11 -0.09
-0.31 -0.47 -1.04
0.18 0.40 0.01
-0.10 -0.03 0.20

Values from the calculation:
* net charge: +2
* ΔE to the lowest compared entry with this formula, charge and spin: 0.000 eV
* orbital gap: 5.19 eV
* total energy: -92338.0334 eV



Below is C25H42Cl2NPPd as an isolated structure at a distorted geometry, with properties calculated with ωB97M-V/def2-TZVPD.

Element x y z (Å)
P (-1.05766, -0.12897, 0.37728)
C (-0.73169, -1.87062, 0.10193)
C (-2.13224, -2.49916, 0.08548)
C (-2.01503, -4.03281, -0.05339)
C (-1.08626, -4.44983, -1.20260)
C (0.27473, -3.73871, -1.24436)
C (0.12020, -2.21539, -1.13481)
C (-1.06508, 0.98448, -1.04065)
C (-2.39455, 0.70757, -1.74487)
C (-2.61716, 1.81851, -2.79234)
C (-1.41167, 1.96948, -3.73410)
C (-0.03575, 2.02713, -3.05223)
C (0.13576, 0.91683, -2.00691)
C (-2.08537, 0.33795, 1.82464)
C (-1.66670, -0.45081, 3.10008)
C (-2.66804, -0.18402, 4.23559)
C (-2.86286, 1.31388, 4.51144)
C (-2.98187, 2.19759, 3.25954)
C (-1.97304, 1.85338, 2.14717)
H (-0.14037, -2.21749, 0.97550)
H (-2.71198, -2.06393, -0.74934)
H (-2.66522, -2.24009, 1.01813)
H (-3.03108, -4.42694, -0.22044)
H (-1.64225, -4.42487, 0.90712)
H (-0.92977, -5.52932, -1.14602)
H (-1.60890, -4.25496, -2.14679)
H (0.91651, -4.08896, -0.42251)
H (0.77643, -3.97615, -2.19507)
H (1.09822, -1.72154, -1.04400)
H (-0.36382, -1.83180, -2.04687)
H (-1.03987, 2.01322, -0.62201)
H (-2.80894, 2.75787, -2.24874)
H (-3.21525, 0.67727, -1.00777)
H (-2.34370, -0.28397, -2.23330)
H (-3.52343, 1.55841, -3.36362)
H (-1.55796, 2.86191, -4.34498)
H (-1.42570, 1.11498, -4.42088)
H (0.75414, 1.93750, -3.81291)
H (0.10230, 2.99404, -2.54569)
H (1.07159, 1.02601, -1.44406)
H (0.17246, -0.05874, -2.51029)
H (-3.13354, 0.08306, 1.53275)
H (-1.62198, -1.53080, 2.90225)
H (-0.63752, -0.15295, 3.37701)
H (-3.63327, -0.63587, 3.96142)
H (-2.32101, -0.68856, 5.14938)
H (-2.01401, 1.66679, 5.11239)
H (-3.75800, 1.44799, 5.12631)
H (-2.87787, 3.25795, 3.53926)
H (-3.98761, 2.06962, 2.83343)
H (-2.20472, 2.44695, 1.25284)
H (-0.92709, 2.09432, 2.41608)
Pd (2.85057, 0.85537, 1.76783)
Cl (1.53146, 2.85008, 0.91113)
Cl (1.86904, -1.12883, 2.77970)
C (2.87234, -0.35770, 0.17658)
H (2.70122, -1.46267, 0.25604)
C (3.72077, 0.08378, -0.89784)
C (3.71777, 1.48760, -1.14302)
C (4.50569, 2.01120, -2.13996)
C (5.30115, 1.17268, -2.91312)
C (5.29962, -0.21312, -2.68290)
C (4.49606, -0.77278, -1.71680)
H (3.05671, 2.12167, -0.55545)
H (4.47493, 3.09424, -2.31155)
H (5.93715, -0.85441, -3.29616)
H (4.42695, -1.85570, -1.55802)
H (5.92327, 1.60507, -3.71633)
N (4.08612, 1.65183, 3.31035)
H (3.42315, 1.91588, 4.03048)
H (4.57489, 2.45250, 2.89507)
H (4.71862, 0.90588, 3.58855)

Forces on atoms 1 to 6 (eV/Å):
2.19 1.04 0.90
0.00 -0.30 0.27
-0.04 -0.70 -0.04
-0.16 0.42 0.16
-0.14 -0.01 -0.08
-0.16 0.18 0.18

Values from the calculation:
* ⟨S²⟩: 6.04
* orbital gap (spin up / spin down): 6.29 / 6.64 eV
* spin multiplicity: 5
* total energy: -65907.7618 eV



Below is C25H42F6O17Pb as an isolated structure at a distorted geometry, with properties calculated with ωB97M-V/def2-TZVPD.

Element x y z (Å)
Pb (14.44664, -2.44597, -5.33443)
C (16.26155, -0.75889, -10.05305)
O (17.37455, -0.49898, -9.22327)
O (15.27450, -1.03568, -9.07869)
C (15.99769, 0.42148, -11.04633)
F (17.08512, 0.60463, -11.73807)
F (15.14559, 0.15717, -11.98733)
F (15.69985, 1.61284, -10.48446)
C (18.67207, -0.92237, -9.71116)
C (19.70895, -0.23222, -8.85212)
H (19.56492, -0.45562, -7.79502)
H (20.68747, -0.66370, -9.06285)
H (19.80584, 0.84780, -8.96288)
H (18.89133, -0.65337, -10.74444)
H (18.70024, -1.98365, -9.46423)
H (16.35531, -1.74338, -10.51144)
C (19.85535, -3.89257, -3.69675)
O (20.36041, -5.15815, -4.03450)
O (18.45846, -3.85216, -3.88159)
C (20.55097, -3.46210, -2.35170)
F (21.92919, -3.64195, -2.40007)
F (20.40342, -2.19302, -2.02786)
F (20.14898, -4.21463, -1.30929)
C (20.32714, -5.60084, -5.39870)
C (21.27207, -6.79927, -5.51947)
H (21.09231, -7.70645, -4.94257)
H (21.19983, -7.24234, -6.51273)
H (22.28588, -6.69333, -5.13340)
H (20.53798, -4.89500, -6.20209)
H (19.34341, -5.95914, -5.70198)
H (20.23650, -3.18830, -4.43623)
C (15.89697, -8.80376, -5.36466)
O (15.47527, -8.76327, -6.69208)
C (15.17387, -7.63332, -7.27130)
O (15.08605, -6.47350, -6.72112)
O (15.08789, -7.88245, -8.69008)
C (15.08267, -6.72607, -9.54972)
H (16.92712, -8.45020, -5.32138)
H (16.00190, -9.85195, -5.08469)
H (15.22057, -8.29990, -4.67422)
H (14.11536, -6.22380, -9.53820)
H (15.19648, -7.22795, -10.51059)
H (15.87914, -5.99701, -9.40074)
C (9.70578, 0.44908, -2.75128)
O (9.62304, 1.27056, -3.87327)
C (10.23702, 0.83711, -4.96993)
O (10.92575, -0.19198, -5.01837)
O (10.07527, 1.77328, -5.98451)
C (10.53264, 1.44970, -7.22269)
H (8.76687, -0.07442, -2.57104)
H (9.83608, 0.98415, -1.81063)
H (10.39397, -0.39620, -2.74994)
H (11.59007, 1.70365, -7.29657)
H (10.01993, 2.00049, -8.01126)
H (10.52773, 0.36935, -7.36728)
C (9.94103, -4.20633, -9.77526)
O (9.17737, -4.91678, -8.71861)
C (9.75708, -5.17039, -7.57408)
O (10.86179, -4.81371, -7.20823)
O (8.91736, -5.96468, -6.96811)
C (9.16221, -6.28702, -5.67533)
H (10.30646, -4.96072, -10.47202)
H (10.84977, -3.78287, -9.34750)
H (9.26951, -3.47225, -10.22055)
H (9.17077, -5.28888, -5.23744)
H (10.16213, -6.69016, -5.51487)
H (8.47747, -6.96992, -5.17248)
O (13.74235, -5.06377, -2.01936)
C (14.13261, -5.60739, -1.00594)
O (13.23756, -5.96904, -0.07675)
C (13.95092, -6.64071, 1.00616)
C (15.19693, -7.12277, 0.34779)
C (15.52415, -6.01176, -0.62928)
H (13.32602, -7.38814, 1.49499)
H (14.19879, -5.90533, 1.77158)
H (15.01411, -8.07422, -0.15162)
H (16.05813, -7.25583, 1.00257)
H (16.09223, -6.38416, -1.48174)
H (16.07333, -5.11998, -0.32727)
O (14.83007, -0.42644, -1.28906)
C (15.22110, -0.10800, -0.14631)
O (14.50103, -0.70530, 0.88965)
C (14.77504, -0.10674, 2.08880)
C (15.44895, 1.23840, 1.73396)
C (16.14838, 1.02653, 0.36215)
H (15.47610, -0.66069, 2.71311)
H (13.90899, 0.07298, 2.72579)
H (16.16891, 1.40886, 2.53440)
H (14.62739, 1.95430, 1.75890)
H (17.18701, 0.69673, 0.33778)
H (15.79401, 1.73509, -0.38650)

Forces on atoms 1 to 6 (eV/Å):
0.79 -0.05 -0.57
-1.81 -1.35 4.04
1.42 0.92 -1.38
-0.64 0.87 -1.20
0.53 -0.37 1.73
3.18 0.70 -0.84

Values from the calculation:
* ΔE to the lowest compared entry with this formula, charge and spin: 0.000 eV
* orbital gap: 3.31 eV
* total energy: -82954.2566 eV



What is the total energy in the second record?
-92338.0334 eV



Which of these has the highest total energy?
C25H42Cl2NPPd



Which value of total energy does entry 4 give?
-82954.2566 eV



Among the records above, which one has the lowest total energy?
C25H42BrNOP2Pb